This record from OMol25 describes a structure of composition H5O3 in a non-equilibrium geometry. The level of theory is ωB97M-V with the def2-TZVPD basis set.

Geometry as XYZ:
```
8
Properties=species:S:1:pos:R:3:forces:R:3:nbo_charge:R:1
O -0.4991 0.2545 -0.7756 0.214 3.320 1.576 -0.740
H 0.3874 0.3029 -1.1400 0.536 0.061 -0.603 0.473
O 0.2187 1.8485 1.0236 3.469 1.087 -7.137 -0.556
H -0.2577 1.6147 1.7089 -4.077 -2.099 5.985 0.442
H -0.2943 1.1952 0.0551 -0.198 -0.723 -0.411 0.450
O -0.0240 -2.1408 -0.3365 -0.558 2.046 -0.784 -0.982
H 0.8145 -1.9179 0.0787 0.132 -0.341 0.133 0.443
H -0.3455 -1.1572 -0.6143 0.483 -3.351 1.242 0.469
```
Positions in Å, forces in eV/Å.

Total charge: 0
<S²>: 0.76
Maximum force in eV Å⁻¹: 8.009
Multiplicity: 2
Gap between HOMO and LUMO (spin up / spin down) in eV: 10.99 / 5.63